DFT (ωB97M-V/def2-TZVPD) results for a 6-piece molecular cluster, C14H36Cl7N2O6 overall in a non-equilibrium geometry.

Results
Charge: +1
F_max (hartree/bohr): 0.036
Calculated total energy (eV): -118009.8413
Molar mass (g mol⁻¹): 576.6

```
65
C14H36Cl7N2O6 (ωB97M-V/def2-TZVPD)
C 0.311 4.520 1.670
C 0.878 3.467 2.609
C -0.130 2.863 3.551
O 0.437 1.806 4.291
C -0.618 1.391 5.175
N 1.548 2.361 1.842
H 2.166 2.605 1.065
H 2.156 1.794 2.446
H 0.817 1.717 1.462
H 1.124 5.114 1.254
H -0.319 5.200 2.239
H -0.246 4.040 0.866
H 1.715 3.851 3.199
H -0.943 2.487 2.911
H -0.469 3.686 4.181
H -1.439 1.015 4.572
H -0.966 2.246 5.763
H -0.172 0.674 5.858
C 2.491 -1.932 -2.425
C 2.870 -1.953 -0.961
C 2.684 -3.269 -0.276
O 3.527 -4.179 -0.921
C 3.398 -5.510 -0.452
N 4.319 -1.490 -0.855
H 4.947 -1.875 -1.567
H 4.360 -0.470 -0.767
H 4.750 -1.741 0.050
H 2.474 -0.916 -2.814
H 1.511 -2.395 -2.538
H 3.139 -2.573 -3.025
H 2.280 -1.196 -0.433
H 1.619 -3.541 -0.328
H 2.830 -3.284 0.816
H 3.771 -5.650 0.569
H 4.023 -6.127 -1.092
H 2.361 -5.848 -0.499
Cl -0.618 0.664 -0.696
O -0.037 -0.078 0.441
O -1.168 -0.140 -1.740
O -1.628 1.528 -0.150
O 0.463 1.478 -1.231
Cl 1.783 -0.507 -5.999
C 0.256 0.051 -5.264
C -0.637 -1.120 -4.961
Cl -1.244 -1.927 -6.426
H -0.185 0.854 -5.849
H 0.501 0.540 -4.316
H -1.512 -0.819 -4.387
H -0.108 -1.833 -4.333
Cl -6.379 0.960 -0.808
C -4.669 1.499 -0.816
C -4.434 2.786 -1.553
Cl -5.138 2.811 -3.194
H -4.117 0.657 -1.232
H -4.336 1.518 0.221
H -3.368 2.931 -1.705
H -4.850 3.623 -0.998
Cl -4.062 -2.710 1.101
C -2.521 -2.132 1.732
C -2.727 -0.861 2.540
Cl -3.274 -1.266 4.207
H -1.867 -1.892 0.892
H -2.015 -2.908 2.301
H -3.505 -0.270 2.071
H -1.802 -0.324 2.714
```